No. 1
ORCA calculation (the ωB97M-V functional and the def2-TZVPD basis) on C44H38As2PRe as an isolated structure.

As for the spin multiplicity: 2. The calculation puts the highest occupied orbital energy (alpha / beta) at -0.611 / -0.610 hartree. Its total charge is +3. Its HOMO-LUMO gap (alpha / beta) is 6.93 / 6.46 eV. For the LUMO energy (alpha / beta), the calculation gives -0.356 / -0.373 Eh.

Each line ends with the Löwdin charge.
Element x y z (Å)
Re: 0.63005 -0.12924 -0.00661  0.8704
As: 1.92870 0.65319 1.94182  1.2006
As: 1.64064 -2.25235 0.86539  1.2352
P: -1.07131 1.32955 0.43529  0.9539
C: 0.99670 -2.18005 -1.87727  -0.1564
C: 0.04335 2.84841 -3.23308  0.0025
C: 2.08563 -2.06290 -0.99305  -0.4554
C: 1.19972 -2.08184 -3.25034  -0.0321
C: 2.48307 2.47910 1.96684  -0.3773
C: 1.31375 2.29974 -3.46985  -0.0028
C: 1.14537 1.07053 -1.44903  -0.2858
C: 3.37320 -1.82173 -1.49267  -0.0655
C: 1.11349 0.18117 3.60934  -0.3872
C: 0.53399 -6.23751 0.60260  -0.0361
C: 3.20732 -1.90597 1.96862  -0.3484
C: 3.66976 4.27465 0.90756  -0.0456
C: -0.71534 -0.73784 4.87595  -0.0572
C: -0.42012 5.11483 1.78150  -0.0493
C: 3.20077 2.97194 0.87794  -0.1115
C: 1.87312 1.39543 -2.59237  -0.0478
C: -0.17130 -0.35434 3.65791  -0.1523
C: -2.74785 0.91168 0.04115  -0.3691
C: 0.02614 -0.59279 6.04054  -0.0297
C: 3.42351 5.07440 2.01958  -0.0342
C: 2.70347 4.57827 3.09677  -0.0493
C: -0.12030 1.64357 -1.17593  -0.3648
C: -1.04126 2.82789 1.39966  -0.3771
C: -1.82294 3.96341 3.37256  -0.0352
C: -0.34862 3.97094 1.00270  -0.0792
C: -0.61590 -5.30950 2.51334  -0.0429
C: -5.32464 0.25351 -0.71826  -0.0168
C: 0.80078 -3.93084 1.16895  -0.3824
C: 2.48383 -1.88887 -3.73390  -0.0187
C: -0.68493 2.53033 -2.10445  -0.0432
C: -1.15119 5.11107 2.96101  -0.0258
C: 1.31176 -0.06687 5.99301  -0.0315
C: -5.01096 1.57347 -0.41942  -0.0280
C: 1.86062 0.31953 4.77964  -0.0965
C: -1.78129 2.82374 2.58972  -0.0868
C: 3.56413 -0.42603 1.92124  -0.3608
C: -3.72469 1.91031 -0.03147  -0.0630
C: -4.35944 -0.74555 -0.62811  -0.0415
C: -0.05488 -4.06801 2.25956  -0.0995
C: -3.07134 -0.41773 -0.24976  -0.0941
C: 3.56634 -1.75792 -2.86034  -0.0342
C: -0.32192 -6.38747 1.68709  -0.0245
C: 2.22153 3.27679 3.07399  -0.0966
C: 1.10558 -5.00363 0.33407  -0.0878
H: -4.62053 -1.77212 -0.84527  0.1223
H: 2.83448 0.94223 -2.78780  0.1116
H: -1.20755 6.00943 3.56156  0.1267
H: 2.92369 -2.21846 2.97483  0.0888
H: -5.77240 2.33886 -0.48164  0.1273
H: -0.39712 -0.89223 6.98997  0.1263
H: 0.76262 -7.08416 -0.03021  0.1258
H: 3.40381 2.34707 0.01459  0.0946
H: 1.84942 2.57731 -4.36835  0.1340
H: 0.36783 -2.18946 -3.93319  0.1301
H: 0.09474 6.01122 1.46322  0.1247
H: 4.11987 -0.15254 1.02396  0.0722
H: -0.27465 -3.22890 2.91005  0.0898
H: 1.88702 0.04417 6.90228  0.1267
H: 4.01391 -2.55887 1.63301  0.0976
H: -6.33307 -0.00261 -1.01506  0.1287
H: -2.33733 1.94359 2.89357  0.1151
H: -3.48488 2.93630 0.21919  0.1179
H: -2.39438 3.96694 4.29072  0.1242
H: -0.37362 3.54161 -3.95227  0.1357
H: 2.65127 -1.84869 -4.80253  0.1328
H: 1.78163 -4.89251 -0.50471  0.1111
H: 2.51659 5.20362 3.95962  0.1253
H: 3.80283 6.08735 2.04583  0.1252
H: -0.76091 -7.35448 1.89252  0.1275
H: 4.22252 -1.73431 -0.82630  0.1134
H: 4.56420 -1.61681 -3.25506  0.1320
H: -2.32127 -1.19839 -0.15720  0.0850
H: -1.27828 -5.43813 3.35848  0.1229
H: 1.64702 2.90094 3.91164  0.1063
H: 4.23850 4.66503 0.07427  0.1207
H: -1.71582 -1.14840 4.91797  0.1204
H: 4.16417 -0.13718 2.78481  0.0954
H: 2.86126 0.73656 4.75880  0.1162
H: 0.23740 3.98170 0.09232  0.1090
H: -1.65016 2.98498 -1.92265  0.1255
H: 0.00851 -2.44493 -1.49875  0.1104
H: -0.75736 -0.47872 2.75259  0.0622

***

No. 2
ORCA calculation (the ωB97M-V functional and the def2-TZVPD basis) on C50H50AsClIrN3O3SeTe as an isolated structure.

As for the spin multiplicity: 5. The calculation puts the highest occupied orbital energy (alpha / beta) at -0.477 / -0.477 hartree. Its total charge is +2. Its HOMO-LUMO gap (alpha / beta) is 7.99 / 5.42 eV. For the LUMO energy (alpha / beta), the calculation gives -0.183 / -0.278 Eh.

Each line ends with the Löwdin charge.
Element x y z (Å)
Ir: -0.53011 -0.02512 -0.46533  0.9073
Te: 2.47599 -0.61309 1.55458  1.8802
Se: -2.88834 -0.37292 -0.13292  0.7739
As: -0.70198 2.00141 -1.80115  1.2745
Cl: 1.93434 -8.32209 -1.52305  0.7189
O: -0.40122 -2.01015 -1.73782  -0.0917
O: 1.50125 0.31860 -2.78107  -0.0009
O: 0.34264 -2.10353 0.31775  -0.1824
N: 1.40920 0.25309 -0.51540  -0.2641
N: -5.35331 0.07001 -1.41318  -0.1109
N: -4.06844 -0.96065 -2.80479  -0.0769
C: 1.08232 4.21167 -1.23405  -0.0988
C: -2.91301 3.51638 -2.37099  -0.1871
C: -4.04483 5.18648 -1.05739  -0.0502
C: -1.19702 1.01252 -4.56131  -0.0957
C: -2.24569 3.92350 -0.08092  -0.0951
C: 1.40161 3.17012 -3.38593  -0.0931
C: 2.37982 4.10625 -3.68697  -0.0512
C: 3.68190 -1.24368 3.21712  -0.3516
C: 0.78120 2.22989 2.01181  -0.0703
C: -3.22853 4.89794 0.03092  -0.0611
C: 0.59767 -4.06326 -1.03751  -0.1386
C: -2.08529 3.24720 -1.27883  -0.3030
C: 5.33350 -2.76820 4.02806  0.0051
C: 3.69201 -0.52907 4.42608  -0.2769
C: 2.87678 0.71700 4.70100  -0.0380
C: 1.42582 -6.68392 -1.34651  -0.6607
C: -3.00851 1.94410 -5.84416  -0.0493
C: 1.89183 -4.43358 -0.68700  -0.0177
C: 0.64539 -0.28721 2.52572  -0.4032
C: 0.60392 -2.73778 3.37011  -0.0335
C: -0.00872 -1.37001 3.15149  -0.2772
C: 0.15595 -2.65969 -0.82084  -0.5787
C: 3.60378 0.03573 -1.70779  -0.0136
C: -4.10880 -0.41771 -1.58357  -0.5735
C: 4.50957 -2.35405 2.99305  -0.3009
C: -3.89141 4.49599 -2.25313  -0.0071
C: -5.30065 -0.80799 -3.41606  -0.0082
C: 4.49153 -3.15039 1.70629  -0.0737
C: 0.02750 0.96912 2.38538  -0.3485
C: 2.10720 0.20285 -1.72334  -0.6460
C: 4.53240 -1.00170 5.42787  0.0077
C: 0.13229 -6.32703 -1.69393  -0.0787
C: -1.56567 1.82756 -3.50208  -0.2968
C: -1.97101 0.06023 3.42273  -0.2625
C: -3.37082 0.24381 3.94866  -0.0285
C: 0.75856 3.22197 -2.15344  -0.3331
C: 2.07715 5.13161 -1.53206  -0.0620
C: -2.96430 -1.67976 -3.44812  0.0220
C: -0.27382 -5.00817 -1.55934  -0.0046
C: -1.30571 -1.15251 3.60092  0.0127
C: -3.36469 2.76371 -4.77766  -0.0073
C: -5.83902 0.75305 -0.20445  -0.0132
C: -2.64282 2.71100 -3.59240  -0.1848
C: 6.24403 -2.59772 6.36909  -0.0254
C: 2.73006 5.07666 -2.75607  -0.0573
C: -6.10154 -0.16343 -2.54830  -0.0065
C: 2.31901 -5.74077 -0.86065  -0.0814
C: -1.92827 1.07454 -5.74144  -0.0692
C: -1.29174 1.10175 2.81063  -0.0399
C: 5.35382 -2.11318 5.25539  -0.2265
H: -5.23166 1.63078 -0.00251  0.0854
H: -3.19846 -2.74078 -3.48371  0.1108
H: 1.79746 2.03463 1.68830  0.0328
H: -0.54783 -7.08360 -2.06746  0.1157
H: -4.04429 -0.51722 3.54564  0.0855
H: 2.87179 4.07454 -4.65225  0.1163
H: 2.91065 1.41588 3.86229  0.0650
H: 1.15081 -3.07872 2.49266  0.0514
H: 6.40314 -1.82386 7.11833  0.0843
H: 1.28759 -2.72734 4.22072  0.0935
H: -3.76732 1.23016 3.70360  0.0814
H: 4.56433 -0.46087 6.36904  0.1285
H: -5.78908 0.08512 0.64945  0.0861
H: -1.82485 -1.97014 4.09391  0.1357
H: 5.41620 -3.71250 1.58252  0.0943
H: 4.37752 -2.50818 0.82874  0.0331
H: -3.38037 0.13475 5.03547  0.0961
H: 7.21108 -2.92505 5.98622  0.0896
H: -0.17683 -3.46880 3.57581  0.0931
H: 3.33614 -6.03252 -0.62391  0.1135
H: -3.34750 5.44224 0.96046  0.1139
H: -1.61563 3.70557 0.77502  0.0831
H: 2.57163 -3.68784 -0.29281  0.0885
H: 1.83342 0.47085 4.90360  0.0872
H: -1.27944 -4.71689 -1.84268  0.1219
H: 3.84704 -1.02729 -1.61419  0.0863
H: 1.14490 2.40640 -4.10199  0.0933
H: 0.28701 2.77345 1.21586  0.0301
H: -7.13440 0.13928 -2.63990  0.1414
H: -6.86913 1.05317 -0.36606  0.1024
H: -1.78631 2.06336 2.69878  0.1236
H: -4.19679 3.45029 -4.88521  0.1145
H: 3.26678 1.22953 5.57786  0.0895
H: 5.97774 -3.62821 3.87018  0.1327
H: -4.80486 5.95316 -0.97414  0.1158
H: 4.00552 0.39769 -2.64846  0.0952
H: -1.65087 0.45053 -6.58436  0.1170
H: 3.66330 -3.86702 1.71074  0.0821
H: 4.05919 0.57444 -0.87691  0.0656
H: -3.57652 1.99225 -6.76625  0.1159
H: -4.52601 4.73934 -3.09891  0.1155
H: 5.78364 -3.45623 6.86656  0.0974
H: 2.32962 5.90219 -0.81207  0.1141
H: -2.84766 -1.30362 -4.45588  0.0901
H: -0.34625 0.34908 -4.46275  0.1055
H: 0.82720 2.89005 2.87927  0.1064
H: -5.49339 -1.17874 -4.41137  0.1443
H: 3.50760 5.79504 -2.98804  0.1155
H: 0.55083 4.29633 -0.29717  0.0822
H: -2.05144 -1.54208 -2.89573  0.0416

***

No. 3
ORCA calculation (the ωB97M-V functional and the def2-TZVPD basis) on a 2-piece molecular cluster, C5H13NO2 overall.

As for the spin multiplicity: 1. The calculation puts the highest occupied orbital energy at -0.346 hartree. Its total charge is 0. Its HOMO-LUMO gap is 10.25 eV. For the LUMO energy, the calculation gives 0.031 Eh.

Each line ends with the natural charge from an NBO analysis.
Element x y z (Å)
O: -0.50370 -2.84858 -0.50762  -0.9702
O: -1.38428 1.21306 -2.35907  -0.7199
N: -0.58294 -0.42670 0.91632  -0.6652
C: -0.67208 0.66807 -0.08638  -0.0694
C: 1.60037 0.39529 0.80506  -0.4137
C: 0.74904 1.30664 -0.09873  -0.4180
C: -1.10725 0.13769 -1.45493  -0.0741
C: 0.57115 -0.12487 1.79775  -0.2226
H: -1.48170 -0.48791 1.46761  0.3812
H: -0.32298 -0.56318 -1.83109  0.1764
H: 0.91753 -1.05721 2.32122  0.2028
H: -1.46332 1.43764 0.23485  0.1848
H: 2.42656 0.90616 1.26907  0.2204
H: -0.54315 1.43406 -2.80830  0.4646
H: 1.16406 1.33943 -1.09097  0.2035
H: -0.46622 -2.06494 0.02429  0.4858
H: 1.97937 -0.45482 0.13840  0.2056
H: 0.34031 0.65613 2.57498  0.1741
H: -2.01719 -0.38661 -1.40670  0.1857
H: 0.11340 -3.42701 -0.16905  0.4550
H: 0.68302 2.34768 0.26327  0.2130

***

No. 4
ORCA calculation (the ωB97M-V functional and the def2-TZVPD basis) on a single C4H10N molecule.

As for the spin multiplicity: 2. The calculation puts the highest occupied orbital energy (alpha / beta) at -0.131 / -0.445 hartree. Its total charge is 0. Its HOMO-LUMO gap (alpha / beta) is 4.64 / 12.81 eV. For the LUMO energy (alpha / beta), the calculation gives 0.040 / 0.026 Eh.

Each line ends with the natural charge from an NBO analysis.
Element x y z (Å)
N: -0.30293 -0.45556 -1.14002  -0.8227
C: 0.90837 0.69255 0.70205  -0.4089
C: 0.99695 0.23222 -0.80575  -0.3007
C: -1.18686 -0.42405 0.05509  -0.3094
C: -0.32259 -0.02541 1.26157  -0.4179
H: 0.89824 1.78193 0.68738  0.2137
H: -0.80520 -0.00531 -2.04326  0.1495
H: 1.73205 -0.56013 -0.68434  0.2198
H: -0.29828 -1.39492 -1.58740  0.3711
H: 0.02240 -0.92407 1.76802  0.2078
H: 1.80856 0.40516 1.24390  0.2145
H: -1.87018 0.42751 -0.03891  0.2068
H: -0.95788 0.53893 1.94423  0.2222
H: 1.12587 1.05631 -1.49357  0.2281
H: -1.74852 -1.34518 0.13099  0.2259

***

Across the entries above, ΔE to the lowest compared entry with this formula, charge and spin takes the values 0.0; 13.8; 32.0; 35.9 kcal/mol, respectively.